116
Properties=species:S:1:pos:R:3 method="wB97M-V/def2-TZVPD" total_charge=-1
Os -0.0206 -0.0249 0.0202
C -1.6698 -2.8037 -1.5635
Si -0.0377 -2.1373 -0.9594
C 0.7196 -3.1460 0.4439
C 0.3811 -4.5005 0.5978
C 0.7924 -5.2243 1.7119
C 1.5388 -4.6018 2.7006
C 1.8977 -3.2672 2.5600
C 1.5261 -2.5294 1.4310
P 2.0309 -0.8194 1.1471
C 3.8728 -0.7497 1.0274
C 4.6870 -1.6301 1.9747
C 6.1828 -1.2813 1.9222
C 6.6433 -0.7801 0.5495
C 5.8058 -1.3758 -0.5730
C 4.3128 -1.0408 -0.4254
C 1.5561 0.3019 2.6189
C -0.0385 0.2349 2.9330
C -0.4664 0.9002 4.2581
C 0.5467 1.9761 4.6953
C 1.9709 1.3925 4.9082
C 2.3404 0.2250 3.9578
C 1.1454 -1.7748 -2.3770
C 1.9609 -2.7945 -2.8921
C 2.8040 -2.5640 -3.9749
C 2.8293 -1.3152 -4.5702
C 2.0180 -0.2930 -4.0827
C 1.1759 -0.4843 -2.9799
P 0.0638 0.8492 -2.3287
C -0.8665 1.5237 -3.7910
C -0.1583 2.5221 -4.7179
C -0.6544 3.9519 -4.5426
C -2.1554 4.0691 -4.8184
C -2.9354 2.7922 -4.4750
C -2.2559 1.9912 -3.3619
C 1.2299 2.1767 -1.5991
C 2.3076 2.7762 -2.5218
C 3.4171 3.4854 -1.7201
C 2.9214 4.1458 -0.4397
C 1.4644 4.5268 -0.5536
C 0.5616 3.3153 -0.8288
H -1.5532 -3.7708 -2.0683
H -2.1321 -2.1148 -2.2744
H -2.3684 -2.9427 -0.7344
H -0.2358 -5.0048 -0.1406
H 0.5107 -6.2671 1.8175
H 1.8458 -5.1553 3.5815
H 2.4834 -2.8143 3.3515
H 4.1323 0.2974 1.2356
H 4.5686 -2.6822 1.6923
H 4.3580 -1.5570 3.0130
H 6.7592 -2.1680 2.2066
H 6.4108 -0.5156 2.6714
H 7.7006 -1.0213 0.4051
H 6.5659 0.3124 0.5143
H 5.9322 -2.4648 -0.5719
H 6.1662 -1.0262 -1.5445
H 3.7516 -1.8836 -0.8396
H 4.0732 -0.1749 -1.0522
H 1.7571 1.3084 2.2221
H -0.4184 -0.8278 2.9688
H -0.6234 0.7819 1.9794
H -0.5386 0.1320 5.0321
H -1.4576 1.3369 4.1651
H 0.2062 2.4538 5.6196
H 0.5887 2.7621 3.9346
H 2.0669 1.0474 5.9435
H 2.7022 2.1986 4.7868
H 2.1334 -0.7196 4.4702
H 3.4250 0.2656 3.7904
H 1.9521 -3.7857 -2.4460
H 3.4333 -3.3634 -4.3535
H 3.4774 -1.1316 -5.4213
H 2.0635 0.6615 -4.5923
H -1.0567 0.6358 -4.4116
H -0.3629 2.2305 -5.7564
H 0.9258 2.4928 -4.6302
H -0.1070 4.6246 -5.2106
H -0.4429 4.2943 -3.5236
H -2.3219 4.3115 -5.8738
H -2.5530 4.9126 -4.2475
H -3.0177 2.1631 -5.3706
H -3.9549 3.0524 -4.1852
H -2.8763 1.1246 -3.1108
H -2.2101 2.6264 -2.4146
H 1.7802 1.6036 -0.8431
H 1.8593 3.5093 -3.1990
H 2.7902 2.0208 -3.1436
H 3.8912 4.2342 -2.3639
H 4.2009 2.7641 -1.4622
H 3.5311 5.0266 -0.2151
H 3.0532 3.4574 0.4037
H 1.3503 5.2539 -1.3673
H 1.1314 5.0285 0.3604
H -0.3213 3.6932 -1.3470
H 0.2233 2.9338 0.0980
O 0.2654 -0.0467 1.7942
C -3.3556 2.7457 3.0128
Ge -2.7008 1.2422 1.9452
C -3.8901 0.9323 0.4370
C -2.7031 -0.3937 3.0405
C -0.8151 1.7068 1.2587
H -4.3696 2.5240 3.3769
H -3.3800 3.6503 2.3911
H -2.6901 2.9102 3.8688
H -4.8988 0.7004 0.8116
H -3.5161 0.0880 -0.1556
H -3.9338 1.8250 -0.1867
H -3.7324 -0.5970 3.3783
H -2.0698 -0.2805 3.8996
H -2.3444 -1.2369 2.4347
H -0.1277 1.9015 2.1126
H -0.8953 2.5955 0.6736
S -3.1489 3.3733 -1.8455
C -2.0883 2.2067 -1.2480
N -1.3454 1.3991 -0.8012

118
Properties=species:S:1:pos:R:3 method="wB97M-V/def2-TZVPD" smiles=c1ccncc1.c1ccncc1.CCCC#N.CCCC#N.CCCC#N.CCCC#N.CCCC#N.CCCC#N.CCCC#N.CCCC#N total_charge=0
C 5.6704 1.1799 8.4235
C 4.7533 1.8367 7.5757
C 3.5563 2.3003 8.1442
N 3.2942 2.2631 9.4941
C 4.1256 1.5679 10.2736
C 5.3499 1.0064 9.7614
H 6.5972 0.7123 8.1252
H 4.8362 1.9119 6.5016
H 2.7485 2.8272 7.6581
H 3.8293 1.4679 11.3073
H 6.0582 0.4301 10.3382
C -7.9183 -0.1000 -5.8010
C -7.0681 0.6514 -4.9952
C -6.0287 1.3870 -5.5886
N -5.7415 1.4215 -6.9285
C -6.4592 0.6135 -7.6651
C -7.5791 -0.1230 -7.1837
H -8.7703 -0.5635 -5.3259
H -7.1750 0.6959 -3.9214
H -5.3907 2.0054 -4.9746
H -6.3198 0.6686 -8.7347
H -8.1662 -0.8117 -7.7732
C -1.2878 -6.2861 3.3403
C -0.0329 -7.1761 3.7599
C -0.3851 -8.7353 3.6987
C -1.4665 -9.1846 4.6400
N -2.3503 -9.4420 5.3172
H -2.2077 -6.3946 3.9149
H -1.5827 -6.4638 2.3061
H -1.1764 -5.2084 3.2214
H 0.1280 -6.9415 4.8121
H 0.8321 -6.8374 3.1896
H 0.5365 -9.2539 3.9628
H -0.5799 -9.1145 2.6955
C -3.9688 -5.7613 -5.8509
C -4.2683 -4.9159 -4.6618
C -4.8889 -5.7439 -3.4682
C -5.2163 -4.8141 -2.3361
N -5.4746 -3.9600 -1.5023
H -4.7983 -6.3933 -6.1680
H -3.0377 -6.3031 -5.6846
H -3.8397 -5.0388 -6.6567
H -4.8721 -4.0319 -4.8669
H -3.4164 -4.3045 -4.3641
H -4.3448 -6.6160 -3.1055
H -5.7816 -6.2489 -3.8372
C 1.7911 8.7749 -7.8587
C 0.7796 7.6970 -8.3596
C -0.1542 7.1531 -7.1647
C 0.6506 6.3121 -6.3154
N 1.3497 5.5884 -5.6314
H 1.2275 9.5110 -7.2854
H 2.3399 9.2503 -8.6717
H 2.5288 8.4630 -7.1194
H 1.2966 6.8399 -8.7911
H 0.1646 8.1224 -9.1526
H -1.0584 6.5721 -7.3464
H -0.5009 7.9582 -6.5168
C -8.4565 4.3421 1.0555
C -7.7782 3.8315 2.3413
C -8.6262 3.8328 3.6073
C -9.5520 5.0676 3.7876
N -10.2613 5.9054 3.9581
H -8.7447 5.3931 1.0376
H -9.4381 3.8816 0.9436
H -7.6996 4.0217 0.3396
H -6.9275 4.5130 2.3380
H -7.4127 2.8145 2.1987
H -7.9973 3.7270 4.4913
H -9.2968 2.9780 3.5194
C 3.7808 6.9633 2.8743
C 4.1862 7.3761 1.4458
C 3.0525 8.0431 0.5941
C 2.5197 9.3204 1.1735
N 2.0096 10.2941 1.5531
H 3.1179 6.1007 2.8068
H 3.4255 7.7432 3.5478
H 4.6578 6.5660 3.3853
H 4.4769 6.4709 0.9126
H 5.0281 8.0429 1.6318
H 2.1834 7.3903 0.6753
H 3.3024 8.2372 -0.4490
C -1.5220 0.7915 1.3647
C -1.2001 0.3708 -0.1099
C 0.2198 0.8247 -0.4744
C 1.3511 0.1964 0.3192
N 2.2526 -0.2819 0.9454
H -0.7030 0.5383 2.0379
H -2.4006 0.2450 1.7074
H -1.6271 1.8696 1.4863
H -1.9589 0.5881 -0.8617
H -1.3167 -0.7109 -0.1765
H 0.1767 1.9088 -0.3703
H 0.4864 0.5335 -1.4904
C 5.1690 -5.1627 -6.3895
C 6.0411 -4.8907 -5.1860
C 5.3813 -4.0337 -4.0302
C 3.9820 -4.2806 -3.6361
N 2.9062 -4.4910 -3.3797
H 5.7549 -5.5836 -7.2066
H 4.9283 -4.2144 -6.8700
H 4.2110 -5.6767 -6.3112
H 6.9795 -4.3551 -5.3297
H 6.1359 -5.8680 -4.7128
H 5.2748 -3.0093 -4.3868
H 6.0230 -3.9397 -3.1541
C 8.0293 -3.9780 5.6312
C 6.4740 -4.1585 5.7394
C 6.0232 -4.6952 7.1147
C 6.3905 -6.1076 7.2986
N 6.6017 -7.2212 7.4667
H 8.5840 -3.4419 6.4014
H 8.2597 -3.4327 4.7160
H 8.5835 -4.9144 5.5681
H 6.1650 -4.7828 4.9011
H 6.1811 -3.1312 5.5226
H 4.9525 -4.6017 7.2962
H 6.5229 -4.1815 7.9360

126
Properties=species:S:1:pos:R:3 method="wB97M-V/def2-TZVPD" total_charge=-1
C 0.0117 -3.2830 3.2701
C 0.1491 -1.7885 3.6131
C -1.0360 -0.8571 3.2031
Cl -2.4291 -1.9440 2.7261
C -0.6808 0.0844 1.9784
F 0.4712 -0.3491 1.2851
O -1.6540 -0.1023 1.0382
B -2.3866 1.1458 0.6824
C -3.9922 1.1797 1.0872
C -4.8249 2.1704 0.2612
C -4.3943 3.6440 0.4725
C -4.2572 4.4111 -0.8783
S -4.8562 6.0984 -0.7639
O -6.1997 6.0482 -0.2612
O -4.7971 6.7161 -2.0584
Cl -3.6948 7.1283 0.5740
C -2.1172 1.3595 -0.9498
C -2.7136 0.2513 -1.7558
O -3.7448 0.2944 -2.3584
Br -1.6688 -1.4370 -1.8618
O -1.7834 2.0967 1.6085
C -0.5653 1.6684 2.2324
C 0.4920 2.3186 1.3073
C 0.3816 3.8548 1.2187
C 1.7411 4.5381 0.9321
O 1.9398 5.6171 1.8717
C -0.7790 2.2220 3.6465
C 0.2677 1.8361 4.7388
C 1.7172 1.9037 4.3036
C 2.4653 0.7526 4.2938
C 3.7801 0.7456 3.8730
C 4.3280 1.9351 3.4527
C 3.5858 3.0877 3.4858
C 2.2791 3.1021 3.9029
H -0.7235 -3.8113 3.8744
H 0.9856 -3.7412 3.5070
H -0.1251 -3.4428 2.1991
H 0.2437 -1.7352 4.7073
H 1.0976 -1.4663 3.1811
H -1.4361 -0.2953 4.0421
H -4.3850 0.1557 0.9735
H -4.0532 1.4401 2.1506
H -4.8482 1.9472 -0.8101
H -5.8685 2.0947 0.6042
H -5.1425 4.1695 1.0752
H -3.4353 3.7574 0.9870
H -4.7449 3.8710 -1.6922
H -3.1900 4.4683 -1.1233
H -2.5345 2.3118 -1.2984
H -1.0504 1.3779 -1.2062
H 0.3303 1.9244 0.3024
H 1.4967 1.9735 1.5907
H -0.2648 4.0720 0.3602
H -0.0936 4.3295 2.0827
H 1.7113 4.9902 -0.0667
H 2.5666 3.8203 0.9883
H 2.2416 6.3899 1.3918
H -0.9048 3.3041 3.6575
H -1.7430 1.8158 3.9753
H 0.0114 0.8654 5.1738
H 0.1582 2.5704 5.5518
H 1.9986 -0.1663 4.6298
H 4.3098 -0.2005 3.8750
H 5.3552 1.9156 3.1014
H 4.0473 4.0092 3.1404
H 1.6750 4.0032 3.9175
C -4.7015 -6.3471 -2.8284
C -4.8905 -4.8392 -2.6952
C -3.5668 -4.0763 -2.5805
C -2.8279 -4.5222 -1.3817
N -2.2649 -4.8964 -0.4471
H -4.2153 -6.7680 -1.9470
H -5.6665 -6.8449 -2.9366
H -4.0953 -6.5907 -3.7041
H -5.5081 -4.6334 -1.8187
H -5.4352 -4.4692 -3.5663
H -3.7510 -3.0085 -2.5016
H -2.9479 -4.2467 -3.4636
C -0.9152 9.4657 3.4659
C -0.6938 8.8510 4.8435
C 0.1618 7.5808 4.7970
C -0.4887 6.5544 3.9747
N -0.9996 5.7543 3.3207
H -1.4600 8.7866 2.8082
H -1.5026 10.3810 3.5472
H 0.0357 9.7150 2.9900
H -1.6625 8.6247 5.2936
H -0.2038 9.5836 5.4885
H 0.3050 7.1840 5.8025
H 1.1454 7.7954 4.3757
C 0.6588 -3.1549 -6.6484
C -0.1251 -3.6614 -5.4436
C 0.7696 -4.3057 -4.3785
C 1.4909 -5.4642 -4.9258
N 2.0622 -6.3705 -5.3556
H 1.1638 -3.9717 -7.1681
H -0.0102 -2.6773 -7.3663
H 1.4085 -2.4257 -6.3466
H -0.8735 -4.3821 -5.7840
H -0.6654 -2.8280 -4.9898
H 0.1651 -4.6398 -3.5327
H 1.5011 -3.5871 -4.0086
C 1.0108 -5.3957 -0.0039
C 2.3388 -4.8331 -0.4986
C 3.5561 -5.4817 0.1711
C 3.5335 -5.2648 1.6254
N 3.5156 -5.0933 2.7659
H 0.8664 -5.2081 1.0605
H 0.1812 -4.9276 -0.5284
H 0.9529 -6.4742 -0.1735
H 2.3550 -3.7549 -0.3240
H 2.4114 -4.9850 -1.5789
H 4.4778 -5.0554 -0.2275
H 3.5690 -6.5558 -0.0215
C 6.3010 -4.4323 -7.3755
C 6.6964 -4.4167 -5.9030
C 5.5149 -4.6924 -4.9672
C 4.4745 -3.6705 -5.1353
N 3.6504 -2.8748 -5.2673
H 5.5772 -3.6485 -7.6035
H 7.1747 -4.2618 -8.0056
H 5.8645 -5.3934 -7.6541
H 7.1382 -3.4476 -5.6616
H 7.4662 -5.1716 -5.7306
H 5.8458 -4.6851 -3.9282
H 5.0789 -5.6710 -5.1763

138
Properties=species:S:1:pos:R:3 method="wB97M-V/def2-TZVPD" smiles="CCOC(C)=O.CCOC(C)=O.CCOC(C)=O.O=C1OCCO1.O=C1OCCO1.O=C1OCCO1.O=C1OCCO1.O=C1OCCO1.O=C1OCCO1.CCCC#N.CCCC#N.CCCC#N" total_charge=0
C -3.7679 -3.4053 -4.9938
C -2.3182 -3.7971 -4.7120
O -2.0655 -3.7328 -3.2958
C -2.5966 -4.5767 -2.4276
C -2.3462 -4.0975 -1.0141
O -3.2016 -5.5922 -2.6472
H -3.9392 -3.3594 -6.0683
H -3.9382 -2.4145 -4.5719
H -4.4674 -4.0902 -4.5172
H -1.9851 -4.7422 -5.1348
H -1.6834 -3.0099 -5.1136
H -3.2313 -3.5382 -0.6963
H -1.5001 -3.4165 -0.9778
H -2.2662 -4.8678 -0.2508
C -6.5251 5.7252 -0.7450
C -6.0257 4.5526 -1.5649
O -5.1350 3.7620 -0.7884
C -5.0955 2.4307 -1.0892
C -4.0999 1.7106 -0.2524
O -5.8240 1.9001 -1.8822
H -5.6621 6.2239 -0.3011
H -7.2639 5.4888 0.0180
H -6.9730 6.4439 -1.4345
H -6.8542 3.9805 -1.9851
H -5.5258 4.9461 -2.4548
H -4.3901 0.6644 -0.2642
H -4.2456 2.0913 0.7594
H -3.0711 1.8862 -0.5591
C -0.5380 4.0597 -3.9652
C 0.8037 3.7660 -4.6101
O 1.7128 4.8954 -4.4265
C 2.6182 4.9582 -3.4799
C 3.4729 6.2049 -3.5271
O 2.7628 4.1669 -2.5710
H -0.3083 4.3346 -2.9313
H -1.1488 3.1647 -4.0382
H -0.9687 4.9897 -4.3352
H 1.2350 2.8456 -4.2317
H 0.7117 3.7691 -5.6951
H 4.1492 6.3154 -2.6924
H 2.7858 7.0514 -3.6140
H 3.9445 6.2225 -4.5135
O -0.1124 -2.0405 5.9613
C 0.6341 -2.1738 5.0293
O 1.9547 -2.1376 5.1144
C 2.5460 -2.6902 3.9118
C 1.3783 -2.4714 2.9324
O 0.2205 -2.3939 3.7706
H 3.4096 -2.1084 3.6054
H 2.7563 -3.7303 4.1536
H 1.3640 -3.2556 2.1779
H 1.4212 -1.4782 2.4775
O -0.6509 4.5659 1.2525
C -1.2110 3.9653 2.1235
O -1.7533 2.7380 2.0524
C -2.3363 2.3897 3.3057
C -1.7099 3.3972 4.2677
O -1.4117 4.4471 3.3468
H -3.4173 2.5220 3.2325
H -2.1517 1.3456 3.5504
H -0.8624 3.0045 4.8219
H -2.5118 3.7842 4.8929
O -4.5109 -0.3060 2.3407
C -4.0749 -1.3878 2.5966
O -4.3133 -2.1167 3.6927
C -3.1433 -2.9064 3.8956
C -2.7134 -3.1820 2.4508
O -3.2488 -2.0460 1.7670
H -2.3408 -2.3792 4.4137
H -3.3879 -3.8198 4.4323
H -3.1226 -4.0808 1.9899
H -1.6251 -3.1821 2.4276
O 1.1123 -4.9237 -3.4705
C 0.8762 -5.2923 -2.3669
O 0.5146 -6.5457 -2.0482
C 0.1216 -6.6096 -0.6820
C 0.8041 -5.3885 -0.0959
O 1.0322 -4.5590 -1.2425
H -0.9424 -6.5689 -0.4607
H 0.5677 -7.4795 -0.2039
H 1.7941 -5.5944 0.3123
H 0.1883 -4.8891 0.6512
O 2.7251 -4.7035 2.3353
C 3.1470 -3.9702 1.5034
O 2.5373 -2.8333 1.1163
C 3.1747 -2.3236 -0.0389
C 4.5576 -2.9288 0.0679
O 4.2698 -4.1479 0.7550
H 2.5607 -2.6644 -0.8760
H 3.2870 -1.2485 -0.1896
H 5.2420 -2.3285 0.6707
H 5.0179 -3.1163 -0.8990
O 4.3202 0.4309 2.1128
C 3.6595 1.1848 1.4601
O 2.8985 0.7771 0.3939
C 2.1879 1.9048 -0.1478
C 2.4739 3.0262 0.8370
O 3.5265 2.4926 1.6431
H 2.4965 2.0706 -1.1757
H 1.1143 1.7364 -0.0958
H 1.6223 3.3585 1.4258
H 2.9115 3.8689 0.2996
C 1.2275 3.0888 7.2449
C 1.2661 1.5694 7.0396
C 2.2160 1.0735 5.9245
C 1.6818 1.4932 4.6364
N 1.2462 1.7842 3.6142
H 0.9277 3.6638 6.3687
H 2.0420 3.5428 7.8116
H 0.4214 3.2889 7.9639
H 0.2340 1.3040 6.8020
H 1.4262 1.1548 8.0346
H 2.3074 -0.0080 6.0379
H 3.2539 1.3781 6.0668
C -0.5519 0.1073 1.0188
C -0.7155 -1.1372 0.1305
C 0.3936 -1.2752 -0.8733
C 0.4363 -0.1987 -1.8663
N 0.5182 0.6681 -2.6147
H -1.4225 0.1603 1.6705
H -0.5781 1.0425 0.4513
H 0.4010 0.2324 1.5375
H -1.7302 -1.0964 -0.2650
H -0.7697 -1.9494 0.8600
H 0.2496 -2.1196 -1.5579
H 1.3952 -1.2761 -0.4405
C 4.7177 0.3651 -6.5091
C 3.2626 0.5784 -6.0540
C 3.0534 0.8089 -4.5781
C 3.3143 -0.3787 -3.7447
N 3.3549 -1.3418 -3.1226
H 5.4088 1.0802 -6.0646
H 4.7844 0.3779 -7.5963
H 5.0439 -0.6380 -6.2238
H 2.6521 -0.2692 -6.3760
H 2.8551 1.3988 -6.6502
H 1.9749 0.9333 -4.4627
H 3.5925 1.6760 -4.1971

| no. | HOMO-LUMO gap (eV) | DFT total energy (eV) |
| --- | --- | --- |
| 1 | 5.08 | -144410.6210 |
| 2 | 9.96 | -59518.5781 |
| 3 | 7.22 | -173695.6497 |
| 4 | 10.40 | -98282.3990 |